Record 1
{"formula": "C16H24BClN6Ti", "method": "ωB97M-V/def2-TZVPD", "orbital_gap_ev": [7.40, 8.98], "lumo_ev": [-3.13, -2.91], "relative_energy_ev": 1.829, "multiplicity": 2, "homo_energy_ha": [-0.387, -0.437], "total_charge": 1, "elements": ["Ti", "C", "C", "C", "C", "C", "N", "N", "B", "N", "N", "C", "C", "C", "C", "C", "N", "N", "C", "C", "C", "C", "C", "H", "H", "H", "H", "H", "H", "H", "H", "H", "H", "H", "H", "H", "H", "H", "H", "H", "H", "H", "H", "H", "H", "Cl", "C", "H", "H"], "positions_angstrom": [[-1.323, 0.669, 0.537], [-3.671, -1.694, -0.387], [-2.239, -2.102, -0.504], [-1.542, -3.275, -0.692], [-0.148, -2.934, -0.738], [0.951, -3.899, -0.959], [-0.003, -1.601, -0.665], [-1.350, -1.073, -0.379], [1.295, -0.727, -0.619], [0.789, 0.591, -1.425], [-0.324, 1.436, -0.947], [-0.403, 2.510, -1.797], [-1.378, 3.592, -1.504], [0.628, 2.343, -2.773], [1.333, 1.194, -2.472], [2.654, 0.652, -3.000], [1.245, -0.192, 0.956], [0.097, 0.354, 1.696], [0.517, 0.739, 2.933], [-0.529, 1.189, 3.913], [1.894, 0.426, 3.009], [2.276, -0.163, 1.769], [3.638, -0.699, 1.473], [-4.380, -2.545, -0.562], [-3.890, -1.183, 0.567], [-3.842, -0.984, -1.203], [-1.976, -4.235, -1.038], [0.634, -4.920, -0.757], [1.306, -3.884, -1.984], [1.846, -3.718, -0.280], [2.313, -1.231, -1.042], [-1.379, 3.734, -0.372], [-1.097, 4.540, -1.958], [-2.377, 3.317, -1.837], [0.735, 2.927, -3.645], [2.626, -0.455, -3.023], [2.788, 1.045, -4.008], [3.541, 1.032, -2.396], [-0.470, 2.310, 4.144], [-1.535, 1.053, 3.488], [-0.516, 0.543, 4.861], [2.529, 0.372, 3.860], [4.138, -0.726, 2.470], [3.603, -1.662, 0.976], [4.208, -0.025, 0.808], [-4.466, 2.029, 0.352], [-2.978, 1.679, 1.284], [-3.186, 1.016, 2.115], [-2.588, 2.636, 1.752]]}

---

Record 2
{"formula": "C5H11N", "method": "ωB97M-V/def2-TZVPD", "orbital_gap_ev": 9.59, "lumo_ev": 1.15, "relative_energy_ev": 1.202, "homo_energy_ha": -0.310, "total_charge": 0, "elements": ["C", "C", "C", "N", "C", "C", "H", "H", "H", "H", "H", "H", "H", "H", "H", "H", "H"], "positions_angstrom": [[1.327, -2.112, 0.399], [0.191, -1.420, 0.363], [-0.091, -0.219, 1.235], [-0.355, 1.021, 0.512], [0.728, 1.396, -0.377], [-1.640, 1.037, -0.159], [1.516, -2.944, -0.277], [2.117, -1.870, 1.112], [-0.582, -1.699, -0.356], [0.767, -0.053, 1.903], [-0.962, -0.414, 1.877], [0.562, 2.416, -0.744], [1.676, 1.386, 0.173], [0.841, 0.726, -1.249], [-1.706, 0.349, -1.024], [-1.852, 2.047, -0.527], [-2.431, 0.775, 0.552]]}

---

Record 3
{"formula": "C36H46BBrF6NO11", "method": "ωB97M-V/def2-TZVPD", "orbital_gap_ev": 6.58, "lumo_ev": -4.31, "homo_energy_ha": -0.400, "total_charge": 1, "elements": ["O", "B", "O", "C", "C", "C", "O", "C", "C", "C", "C", "C", "C", "C", "C", "Br", "C", "F", "N", "C", "F", "F", "C", "C", "C", "C", "C", "C", "F", "F", "F", "C", "H", "H", "H", "H", "H", "H", "H", "H", "H", "H", "H", "H", "H", "H", "O", "C", "O", "C", "C", "C", "H", "H", "H", "H", "H", "H", "H", "H", "O", "C", "O", "C", "C", "C", "H", "H", "H", "H", "H", "H", "H", "H", "O", "C", "O", "C", "C", "C", "H", "H", "H", "H", "H", "H", "H", "H", "O", "C", "O", "C", "C", "C", "H", "H", "H", "H", "H", "H", "H", "H"], "positions_angstrom": [[2.085, 0.437, 1.081], [1.966, 0.177, -0.252], [1.691, 1.172, -1.115], [2.196, -1.356, -0.735], [1.268, -2.295, -0.322], [0.033, -1.937, 0.483], [-0.991, -1.437, -0.350], [-1.406, -0.144, -0.056], [-1.618, 0.717, -1.123], [-2.061, 2.017, -0.918], [-2.303, 2.458, 0.379], [-2.061, 1.593, 1.442], [-1.625, 0.293, 1.243], [1.424, -3.644, -0.652], [2.529, -4.010, -1.383], [2.807, -5.819, -1.817], [3.436, -3.049, -1.790], [4.478, -3.439, -2.459], [3.270, -1.747, -1.499], [4.218, -0.706, -1.961], [3.521, 0.183, -2.658], [5.088, -1.231, -2.845], [5.014, -0.080, -0.844], [5.769, -0.927, -0.041], [6.553, -0.409, 0.985], [6.550, 0.966, 1.186], [5.782, 1.798, 0.382], [5.844, 3.280, 0.660], [7.063, 3.748, 0.369], [4.955, 3.973, -0.033], [5.655, 3.522, 1.960], [5.000, 1.293, -0.647], [2.261, -0.362, 1.589], [1.801, 2.012, -0.650], [0.251, -1.303, 1.332], [-0.334, -2.869, 0.904], [-1.442, 0.365, -2.129], [-2.208, 2.649, -1.779], [-2.677, 3.461, 0.526], [-2.232, 1.972, 2.439], [-1.421, -0.382, 2.061], [0.709, -4.374, -0.314], [5.766, -1.996, -0.214], [7.150, -1.075, 1.585], [7.169, 1.386, 1.964], [4.419, 1.948, -1.275], [0.337, -2.876, 3.317], [-0.380, -3.010, 4.282], [-1.574, -2.415, 4.259], [-2.606, -2.643, 5.240], [-2.437, -1.753, 6.452], [0.068, -3.757, 5.512], [-2.656, -3.700, 5.503], [-3.538, -2.405, 4.732], [-1.502, -1.954, 6.976], [-3.261, -1.904, 7.148], [-2.421, -0.705, 6.151], [0.643, -3.080, 6.142], [0.709, -4.577, 5.199], [-0.746, -4.183, 6.092], [-3.699, 5.141, -0.253], [-2.938, 5.918, -0.767], [-3.032, 6.137, -2.088], [-2.311, 7.169, -2.767], [-0.919, 6.721, -3.162], [-1.835, 6.582, 0.023], [-2.299, 8.085, -2.176], [-2.895, 7.383, -3.660], [-0.311, 6.482, -2.288], [-0.413, 7.502, -3.728], [-0.974, 5.822, -3.776], [-0.984, 5.903, 0.074], [-2.202, 6.764, 1.030], [-1.509, 7.538, -0.381], [-0.516, -3.307, -4.695], [0.228, -2.565, -5.273], [0.204, -2.518, -6.613], [0.914, -1.542, -7.382], [2.346, -1.959, -7.642], [1.251, -1.745, -4.517], [0.846, -0.558, -6.913], [0.374, -1.475, -8.324], [2.914, -2.052, -6.715], [2.846, -1.228, -8.278], [2.371, -2.930, -8.137], [2.125, -2.373, -4.338], [0.811, -1.459, -3.562], [1.563, -0.829, -5.014], [-6.161, -2.232, 5.631], [-6.086, -2.015, 4.455], [-5.277, -2.793, 3.705], [-5.227, -2.740, 2.277], [-4.273, -1.664, 1.809], [-6.800, -0.850, 3.810], [-6.225, -2.632, 1.850], [-4.861, -3.718, 1.968], [-4.599, -0.671, 2.120], [-4.177, -1.668, 0.722], [-3.289, -1.832, 2.249], [-6.191, 0.045, 3.931], [-7.745, -0.706, 4.327], [-7.024, -0.992, 2.756]]}

---

Record 4
{"formula": "CHF3O3PS", "method": "ωB97M-V/def2-TZVPD", "orbital_gap_ev": 7.15, "lumo_ev": 3.66, "relative_energy_ev": 1.282, "homo_energy_ha": -0.128, "total_charge": -1, "elements": ["O", "S", "P", "O", "O", "C", "F", "F", "F", "H"], "positions_angstrom": [[-1.296, 1.434, -1.415], [-0.654, 0.833, -0.220], [1.746, 0.867, -0.085], [1.892, 2.335, 0.016], [1.637, 0.506, 1.546], [-0.989, -1.092, -0.420], [-1.665, -1.216, -1.547], [-1.884, -1.515, 0.562], [0.066, -1.836, -0.394], [1.147, -0.315, 1.958]]}

---

Record 5
{"formula": "C38H81FN3O4S2", "method": "ωB97M-V/def2-TZVPD", "orbital_gap_ev": 7.81, "lumo_ev": -2.65, "homo_energy_ha": -0.384, "total_charge": 1, "elements": ["C", "C", "C", "C", "C", "C", "C", "C", "N", "C", "C", "C", "C", "C", "C", "C", "C", "C", "S", "S", "C", "C", "C", "N", "C", "N", "C", "C", "C", "C", "F", "C", "H", "H", "H", "H", "H", "H", "H", "H", "H", "H", "H", "H", "H", "H", "H", "H", "H", "H", "H", "H", "H", "H", "H", "H", "H", "H", "H", "H", "H", "H", "H", "H", "H", "H", "H", "H", "H", "H", "H", "H", "H", "H", "H", "H", "H", "H", "H", "H", "H", "C", "C", "C", "O", "H", "H", "H", "H", "H", "H", "H", "H", "C", "C", "C", "O", "H", "H", "H", "H", "H", "H", "H", "H", "C", "C", "C", "O", "H", "H", "H", "H", "H", "H", "H", "H", "C", "C", "C", "O", "H", "H", "H", "H", "H", "H", "H", "H"], "positions_angstrom": [[1.136, 1.384, 5.282], [0.038, 0.813, 4.405], [-1.214, 0.483, 5.188], [-2.108, -0.528, 4.502], [-2.494, -0.179, 3.074], [-2.717, -1.427, 2.235], [-1.450, -1.875, 1.540], [-1.009, -0.981, 0.371], [-1.360, -1.564, -0.945], [-1.950, -0.585, -1.899], [-1.071, 0.575, -2.330], [-1.843, 1.884, -2.365], [-1.141, 3.031, -3.094], [0.358, 3.055, -2.997], [0.865, 3.667, -1.719], [0.673, 2.817, -0.485], [1.738, 1.761, -0.314], [-0.410, -2.382, -1.497], [-0.104, -2.577, -3.083], [0.570, -3.392, -0.334], [2.287, -2.896, -0.697], [3.218, -4.062, -0.345], [3.535, -4.233, 1.155], [3.892, -2.960, 1.810], [3.344, -2.343, 2.826], [4.012, -1.198, 3.018], [5.022, -1.102, 2.092], [6.026, -0.003, 1.875], [6.014, 1.166, 2.852], [6.057, 2.510, 2.148], [7.146, 1.059, 3.629], [4.948, -2.196, 1.344], [0.880, 2.395, 5.557], [1.314, 0.771, 6.153], [2.046, 1.458, 4.703], [0.385, -0.064, 3.861], [-0.212, 1.564, 3.664], [-1.764, 1.379, 5.444], [-0.897, 0.054, 6.133], [-3.016, -0.622, 5.079], [-1.628, -1.500, 4.552], [-1.795, 0.502, 2.606], [-3.439, 0.347, 3.133], [-3.559, -1.348, 1.564], [-2.986, -2.210, 2.934], [-0.633, -1.987, 2.245], [-1.624, -2.858, 1.131], [0.040, -0.733, 0.435], [-1.532, -0.039, 0.468], [-2.355, -1.110, -2.743], [-2.805, -0.163, -1.383], [-0.175, 0.635, -1.729], [-0.720, 0.379, -3.333], [-2.133, 2.205, -1.374], [-2.769, 1.686, -2.891], [-1.456, 3.097, -4.124], [-1.480, 3.953, -2.637], [0.823, 2.096, -3.186], [0.712, 3.704, -3.788], [1.934, 3.784, -1.859], [0.473, 4.666, -1.589], [0.739, 3.470, 0.373], [-0.304, 2.358, -0.420], [2.640, 2.021, -0.846], [1.962, 1.659, 0.731], [1.430, 0.781, -0.658], [2.392, -2.653, -1.742], [2.518, -1.984, -0.167], [2.707, -4.961, -0.658], [4.139, -3.998, -0.901], [4.394, -4.865, 1.299], [2.663, -4.656, 1.631], [2.510, -2.693, 3.387], [3.803, -0.502, 3.716], [7.007, -0.451, 1.898], [5.872, 0.355, 0.875], [5.147, 1.138, 3.496], [6.249, 2.407, 1.093], [6.832, 3.105, 2.598], [5.109, 3.005, 2.269], [5.552, -2.458, 0.509], [7.904, 2.094, 7.650], [6.518, 2.629, 7.326], [5.436, 1.639, 7.730], [6.419, 2.923, 5.933], [8.093, 1.169, 7.098], [8.668, 2.812, 7.354], [8.012, 1.889, 8.715], [6.360, 3.574, 7.846], [5.559, 0.700, 7.180], [4.450, 2.036, 7.490], [5.473, 1.420, 8.797], [6.551, 2.112, 5.433], [-4.323, -2.244, -5.545], [-3.698, -3.405, -6.303], [-3.452, -4.595, -5.390], [-2.468, -2.986, -6.899], [-3.652, -1.908, -4.747], [-4.488, -1.398, -6.212], [-5.278, -2.529, -5.102], [-4.355, -3.700, -7.120], [-2.758, -4.320, -4.589], [-2.999, -5.417, -5.944], [-4.380, -4.950, -4.939], [-1.876, -2.720, -6.188], [-6.047, -1.493, -9.689], [-6.541, -2.907, -9.424], [-7.790, -3.220, -10.233], [-6.802, -3.081, -8.029], [-6.809, -0.764, -9.400], [-5.153, -1.285, -9.101], [-5.812, -1.346, -10.744], [-5.755, -3.621, -9.673], [-8.601, -2.540, -9.959], [-8.132, -4.235, -10.030], [-7.604, -3.122, -11.303], [-7.495, -2.462, -7.779], [-3.785, 2.869, 0.839], [-3.062, 3.357, 2.083], [-3.659, 4.655, 2.600], [-1.666, 3.526, 1.805], [-3.697, 3.602, 0.032], [-3.344, 1.936, 0.482], [-4.843, 2.699, 1.036], [-3.125, 2.592, 2.857], [-3.565, 5.444, 1.849], [-3.130, 4.990, 3.492], [-4.714, 4.536, 2.845], [-1.584, 4.200, 1.122]]}

---

Record 6
{"formula": "C16H26BrCuNO7", "method": "ωB97M-V/def2-TZVPD", "orbital_gap_ev": 4.86, "lumo_ev": -6.87, "relative_energy_ev": 0.467, "homo_energy_ha": -0.431, "total_charge": 1, "elements": ["C", "C", "O", "C", "C", "O", "C", "Br", "O", "C", "O", "O", "C", "C", "C", "C", "C", "C", "C", "C", "O", "C", "N", "C", "O", "H", "H", "H", "H", "H", "H", "H", "H", "H", "H", "H", "H", "H", "H", "H", "H", "H", "H", "H", "H", "H", "H", "H", "H", "H", "H", "Cu"], "positions_angstrom": [[-3.737, 6.004, 1.481], [-3.061, 4.636, 1.414], [-2.083, 4.645, 0.379], [-1.311, 3.474, 0.335], [-1.537, 2.773, -0.994], [-0.906, 1.492, -1.099], [0.475, 1.454, -1.110], [1.011, 0.837, 0.658], [1.068, 2.648, -1.520], [1.001, 2.651, -2.913], [1.375, 3.523, -3.598], [0.430, 1.469, -3.297], [0.905, 0.525, -2.275], [0.161, -0.758, -2.520], [0.833, -2.000, -1.901], [-0.134, -3.112, -1.545], [0.530, -4.171, -0.622], [0.046, -4.067, 0.821], [0.611, -2.856, 1.586], [1.087, -3.291, 2.971], [1.407, -2.181, 3.776], [2.792, -1.877, 3.840], [2.333, 0.447, -2.547], [3.107, 0.065, -1.676], [3.888, -0.260, -0.911], [-3.681, 6.391, 2.495], [-3.225, 6.707, 0.829], [-4.779, 5.950, 1.180], [-2.609, 4.421, 2.383], [-3.800, 3.864, 1.179], [-0.250, 3.671, 0.509], [-1.609, 2.781, 1.128], [-2.603, 2.576, -1.086], [-1.293, 3.431, -1.829], [-0.864, -0.707, -2.161], [0.109, -0.909, -3.602], [1.317, -1.687, -0.974], [1.630, -2.372, -2.542], [-1.022, -2.752, -1.032], [-0.381, -3.680, -2.484], [0.315, -5.172, -0.999], [1.615, -4.069, -0.644], [0.385, -4.972, 1.331], [-1.042, -4.092, 0.884], [1.462, -2.420, 1.063], [-0.164, -2.110, 1.748], [0.268, -3.827, 3.457], [1.933, -3.977, 2.880], [3.333, -2.269, 2.976], [2.913, -0.799, 3.886], [3.233, -2.328, 4.731], [-1.482, -3.720, -4.037]]}

---

One value per record, in order, for molar mass: 394.5; 85.1; 873.5; 181.1; 727.2; 487.8 g/mol.
One value per record, in order, for E: -2286.9707; -251.8183; -5479.7497; -1303.6469; -2857.7050; -5420.8147 Ha.